(1)
ORCA calculation (the ωB97M-V functional and the def2-TZVPD basis) on C40H43FFeN10O7S as an isolated structure at a distorted geometry.

Element x y z (Å)
1 Fe 0.06774 0.12710 0.15173
2 S -2.05547 0.76090 1.46334
3 C -2.62081 2.07625 0.53413
4 N -3.75796 2.64853 0.66888
5 N -4.02129 3.66156 -0.24826
6 C -4.21766 3.40252 -1.57800
7 C -4.06064 2.12130 -2.12504
8 C -4.29296 1.90611 -3.47159
9 C -4.66920 2.94350 -4.31607
10 C -4.82689 4.21686 -3.77497
11 C -4.60864 4.44849 -2.43073
12 N -1.72387 2.69890 -0.45326
13 N -0.66082 2.10153 -0.67495
14 C 0.18566 2.77393 -1.63030
15 C 1.55868 2.60308 -1.50755
16 C 2.39776 3.21511 -2.42852
17 C 1.86512 3.97535 -3.46084
18 C 0.48947 4.13644 -3.56924
19 C -0.36132 3.54233 -2.65021
20 H -4.65630 4.33437 0.15164
21 H -3.77377 1.28307 -1.49832
22 H -4.18090 0.89968 -3.85178
23 H -4.85696 2.76152 -5.36764
24 H -5.13113 5.04385 -4.40615
25 H -4.72436 5.44576 -2.02328
26 H 1.95876 2.01304 -0.69153
27 H 3.46913 3.09467 -2.33227
28 H 2.52497 4.45480 -4.17511
29 H 0.07156 4.74242 -4.36617
30 H -1.43765 3.65152 -2.72017
31 C 4.03101 -0.02296 -6.82169
32 C 3.97433 0.98196 -5.68022
33 N 2.90153 0.70120 -4.73506
34 C 3.19749 0.00858 -3.59548
35 C 2.30914 -0.34650 -2.64162
36 C 2.81239 -1.02323 -1.36042
37 O 3.86387 -1.65452 -1.46464
38 O 2.11134 -0.79236 -0.34490
39 C 0.92876 -0.03247 -2.83917
40 O 0.02979 -0.22693 -2.00581
41 C 0.59059 0.57276 -4.13426
42 C -0.74944 0.79252 -4.44756
43 C -1.08045 1.44678 -5.59884
44 F -2.39779 1.58394 -5.88694
45 C -0.11321 1.98261 -6.46151
46 C 1.21385 1.69449 -6.18063
47 C 1.58211 0.98168 -5.03070
48 N -0.45442 2.76625 -7.61456
49 C 0.49454 3.79430 -8.02085
50 C 0.46217 3.87936 -9.55055
51 N -0.90449 3.42430 -9.97735
52 C -1.93407 4.03572 -9.07556
53 C -1.80413 3.33343 -7.71376
54 H 4.86386 0.20338 -7.48776
55 H 3.11024 -0.01715 -7.40551
56 H 4.17099 -1.02962 -6.42934
57 H 3.86479 2.00544 -6.04756
58 H 4.90417 0.96448 -5.11322
59 H 4.24024 -0.24725 -3.44907
60 H -1.51659 0.43451 -3.76699
61 H 1.99268 2.00323 -6.85824
62 H 1.50515 3.57185 -7.70422
63 H 0.23552 4.76397 -7.57492
64 H 1.18507 3.21897 -10.02636
65 H 0.59744 4.89627 -9.91548
66 H -0.93594 2.41078 -9.82103
67 H -1.07911 3.61643 -10.96267
68 H -2.91762 3.88996 -9.51598
69 H -1.71784 5.10204 -9.03730
70 H -2.54391 2.54623 -7.64872
71 H -2.01103 4.05794 -6.91662
72 O 1.37433 1.19724 1.40055
73 N 1.79743 0.55043 2.40692
74 N 1.27397 -0.60078 2.56967
75 O 0.35608 -1.10888 1.78777
76 C 1.71238 -1.37850 3.68115
77 C 1.21538 -2.66605 3.80922
78 C 1.62210 -3.44540 4.88216
79 C 2.51390 -2.94629 5.81747
80 C 3.00215 -1.65340 5.67487
81 C 2.60745 -0.86138 4.61135
82 H 0.52291 -3.02863 3.06601
83 H 1.23606 -4.45141 4.98261
84 H 2.82779 -3.55733 6.65326
85 H 3.69825 -1.25385 6.40066
86 H 2.98164 0.14339 4.49417
87 O -2.89539 -1.07022 -2.40020
88 C -2.58151 -1.85804 -1.54035
89 O -1.74816 -1.58238 -0.54812
90 C -3.20171 -3.24988 -1.43809
91 N -2.52217 -4.04876 -0.40851
92 C -3.50403 -4.42688 0.62306
93 C -4.86089 -4.33947 -0.06935
94 C -4.67310 -3.13164 -0.98319
95 H -3.13225 -3.71644 -2.42243
96 H -1.61345 -2.43998 -0.07129
97 H -2.06211 -4.85575 -0.80315
98 H -3.45311 -3.71237 1.44837
99 H -3.26961 -5.41321 1.02174
100 H -5.68631 -4.21294 0.63047
101 H -5.04618 -5.24283 -0.65628
102 H -4.81164 -2.20709 -0.41895
103 H -5.35389 -3.10505 -1.83123

HOMO (spin up / spin down)	-5.83 / -5.83	eV
gap between HOMO and LUMO (spin up / spin down)	0.14897 / 0.14866	hartree
LUMO level (spin up / spin down)	-1.8 / -1.8	eV
total energy	-4385.90713	Ha
multiplicity	5
net charge	0
energy relative to the best compared isomer or geometry (same formula, charge and spin)	1.218	eV



(2)
ORCA calculation (the ωB97M-V functional and the def2-TZVPD basis) on C40H44F5N3O4Ru as an isolated structure.

Element x y z (Å)
1 Ru 0.10913 -0.63759 0.01152
2 O 4.41458 -1.74025 0.86098
3 C 3.10732 -1.63178 0.73591
4 O 2.50344 -0.58694 0.68671
5 C 2.38368 -2.93464 0.63733
6 C 2.98029 -4.16823 0.84421
7 C 2.19880 -5.30243 0.70270
8 C 0.86661 -5.16169 0.33928
9 C 0.36458 -3.88538 0.15212
10 N 1.10490 -2.79287 0.30954
11 C -1.01619 -3.56490 -0.34751
12 O -1.96472 -4.47411 -0.31143
13 O -1.23042 -2.46989 -0.82042
14 H 4.80101 -0.84749 0.88693
15 H 4.02634 -4.22444 1.10778
16 H 2.62287 -6.28498 0.85647
17 H 0.25178 -6.03820 0.18290
18 H -1.71608 -5.25416 0.20274
19 C 1.12621 0.27648 -4.25572
20 C 1.56096 -0.40460 -2.95640
21 C 1.99600 -1.84705 -3.21003
22 C 2.62038 0.42529 -2.25845
23 C 3.94352 0.35255 -2.67141
24 C 4.91970 1.12375 -2.05801
25 C 4.58154 1.95853 -1.00800
26 C 3.26943 2.05861 -0.54814
27 C 2.99551 2.90004 0.68862
28 C 3.85801 2.44534 1.87029
29 C 3.21169 4.38901 0.40679
30 C 2.29950 1.30577 -1.21873
31 N 0.93910 1.31253 -0.75394
32 C 0.35037 2.44453 -0.68448
33 C -0.96533 2.74017 -0.13433
34 C -1.23230 4.08967 0.04046
35 C -2.43619 4.53505 0.57607
36 C -3.41607 3.61068 0.92535
37 C -3.20653 2.26611 0.72194
38 C -1.98059 1.78169 0.19170
39 N -1.78378 0.46706 -0.00579
40 C -2.95493 -0.37813 0.01225
41 C -3.22562 -1.09270 1.18037
42 C -4.35673 -1.90514 1.19341
43 C -5.17381 -2.00738 0.08556
44 C -4.86419 -1.30084 -1.06641
45 C -3.75230 -0.47015 -1.14114
46 C -3.51257 0.22460 -2.47776
47 C -4.06027 1.65517 -2.52573
48 C -2.08374 0.17821 -3.01325
49 C -2.37244 -0.97784 2.42650
50 C -1.76479 -2.32152 2.83448
51 C -3.15371 -0.36577 3.59016
52 H 0.35992 -0.30794 -4.76600
53 H 1.98340 0.37654 -4.92442
54 H 0.73062 1.27568 -4.06726
55 H 0.66335 -0.44570 -2.31889
56 H 2.76976 -1.90363 -3.97633
57 H 1.14808 -2.43653 -3.56338
58 H 2.38984 -2.31581 -2.30450
59 H 4.21738 -0.30423 -3.48704
60 H 5.94544 1.06950 -2.39869
61 H 5.35456 2.54008 -0.52098
62 H 1.95912 2.76282 0.99872
63 H 4.91116 2.68372 1.70934
64 H 3.75944 1.37209 2.03974
65 H 3.53968 2.95081 2.78273
66 H 4.24820 4.58667 0.12812
67 H 2.98777 4.97996 1.29577
68 H 2.58264 4.74810 -0.41118
69 H 0.89620 3.32149 -1.03621
70 H -0.47342 4.81164 -0.23626
71 H -2.60336 5.59314 0.72157
72 H -4.35000 3.94585 1.35560
73 H -3.96824 1.54991 0.99370
74 H -4.59824 -2.44887 2.09789
75 H -6.05231 -2.63882 0.11245
76 H -5.49571 -1.40129 -1.94131
77 H -4.10987 -0.35827 -3.18339
78 H -3.43212 2.34741 -1.96259
79 H -5.07120 1.70776 -2.12015
80 H -4.08962 2.00797 -3.55809
81 H -1.41067 0.84054 -2.46683
82 H -2.08084 0.50915 -4.05322
83 H -1.67903 -0.83620 -2.98073
84 H -1.54244 -0.29078 2.23050
85 H -2.53626 -3.08753 2.95117
86 H -1.22570 -2.16436 3.77775
87 H -1.04584 -2.68003 2.08344
88 H -3.99251 -1.00704 3.87450
89 H -3.55749 0.61494 3.32328
90 H -2.46255 -0.27091 4.43453
91 F 0.71080 0.59628 2.20820
92 C 1.37435 -0.04325 3.20124
93 F 1.47587 -1.34246 2.95794
94 C 1.59086 0.52793 4.36216
95 F 1.35010 1.80305 4.56041
96 F -0.52274 -0.64593 4.91785
97 F 2.16773 -0.06316 5.36487

HOMO (spin up / spin down)	-9.37 / -9.37	eV
gap between HOMO and LUMO (spin up / spin down)	0.19807 / 0.15582	hartree
LUMO level (spin up / spin down)	-4.0 / -5.1	eV
total energy	-2609.75135	Ha
multiplicity	6
net charge	+1
energy relative to the best compared isomer or geometry (same formula, charge and spin)	0.000	eV



(3)
ORCA calculation (the ωB97M-V functional and the def2-TZVPD basis) on a 6-piece molecular cluster, C40H44N7O11 overall at a distorted geometry.

Element x y z (Å)
1 C -7.24871 4.68988 1.04381
2 C -8.00125 3.23414 1.08375
3 C -6.97863 1.93642 0.96741
4 O -6.99188 1.06462 2.16558
5 C -5.74107 1.22596 2.95241
6 C -5.56709 2.75875 3.50701
7 C -6.75849 3.34749 4.48403
8 C -6.10927 3.14207 6.00697
9 N -4.71832 2.97656 6.02123
10 C -4.31318 3.10594 4.54183
11 C -2.78533 2.70436 4.10306
12 C -2.04528 4.10422 3.56471
13 N -1.17440 4.82164 4.36588
14 H -6.08450 4.64426 0.90117
15 H -7.55452 5.31251 2.00902
16 H -7.68376 5.30818 0.12045
17 H -8.65670 3.22112 2.07444
18 H -8.76198 3.21212 0.19099
19 H -5.87563 2.27068 0.66200
20 H -7.37750 1.28945 0.07066
21 H -4.81269 0.81781 2.34227
22 H -5.86091 0.49823 3.88868
23 H -5.28490 3.45063 2.58905
24 H -7.58334 2.51257 4.40437
25 H -7.23312 4.39644 4.22546
26 H -6.84858 3.15247 6.92299
27 H -4.09150 2.83289 6.85957
28 H -4.28616 4.29527 4.44303
29 H -2.72769 1.93120 3.20535
30 H -2.17046 2.32832 5.04869
31 H -2.31079 4.52289 2.48305
32 H -1.08715 4.31804 5.28431
33 C -4.67639 -2.64786 -2.20447
34 C -4.41680 -2.48603 -0.84265
35 C -3.82191 -1.31132 -0.37837
36 C -3.49379 -0.29862 -1.29027
37 C -3.74624 -0.46162 -2.65891
38 C -4.33898 -1.64201 -3.11168
39 N -2.89156 0.94902 -0.80531
40 O -2.66647 1.04736 0.41016
41 O -2.64662 1.83379 -1.63791
42 H -5.14555 -3.56325 -2.56104
43 H -4.68129 -3.27509 -0.14196
44 H -3.62619 -1.20052 0.68595
45 H -3.49219 0.31414 -3.37821
46 H -4.54178 -1.77682 -4.17184
47 C 2.08517 -4.55810 -2.45570
48 C 1.22325 -4.84960 -3.51412
49 C -0.14708 -4.98549 -3.28364
50 C -0.64632 -4.82213 -1.98408
51 C 0.21767 -4.53707 -0.91838
52 C 1.58656 -4.40631 -1.16073
53 N -2.08895 -4.93855 -1.73965
54 O -2.81820 -5.21032 -2.70507
55 O -2.49545 -4.75441 -0.58341
56 H 3.15219 -4.44751 -2.64128
57 H 1.61959 -4.96794 -4.52033
58 H -0.80562 -5.21273 -4.11913
59 H -0.15566 -4.41266 0.09596
60 H 2.26506 -4.18211 -0.34060
61 C 0.71029 1.40759 4.31547
62 C 0.99027 0.64850 3.17813
63 C 1.22027 -0.72392 3.29190
64 C 1.16267 -1.32943 4.55476
65 C 0.88941 -0.56843 5.69916
66 C 0.66391 0.80378 5.57319
67 N 1.37837 -2.77609 4.67773
68 O 1.63623 -3.41144 3.64452
69 O 1.28622 -3.27979 5.80638
70 H 0.52608 2.47640 4.22105
71 H 1.02617 1.12657 2.20155
72 H 1.43713 -1.30156 2.39599
73 H 0.84657 -1.02459 6.68599
74 H 0.44801 1.40266 6.45522
75 C 5.52679 0.37934 -5.55480
76 C 4.13577 0.34091 -5.66315
77 C 3.46104 -0.87883 -5.58341
78 C 4.19226 -2.05889 -5.38958
79 C 5.58939 -2.02406 -5.28818
80 C 6.25330 -0.79858 -5.37229
81 N 3.48679 -3.34133 -5.27943
82 O 2.25201 -3.33286 -5.39330
83 O 4.16542 -4.35800 -5.07483
84 H 6.04801 1.33341 -5.61194
85 H 3.57666 1.26303 -5.80679
86 H 2.37672 -0.89193 -5.66967
87 H 6.16970 -2.93279 -5.14259
88 H 7.33742 -0.76074 -5.29171
89 C 11.91476 -0.79059 -2.23360
90 C 11.29533 -0.06691 -1.21344
91 C 10.26932 0.83054 -1.51556
92 C 9.86664 0.99280 -2.84834
93 C 10.49199 0.27328 -3.87532
94 C 11.51884 -0.61923 -3.56118
95 N 8.77145 1.91577 -3.16953
96 O 8.25638 2.54811 -2.23542
97 O 8.42189 2.00676 -4.35509
98 H 12.71048 -1.49337 -1.99248
99 H 11.61049 -0.20483 -0.18135
100 H 9.79660 1.38694 -0.70915
101 H 10.19282 0.39313 -4.91449
102 H 12.00846 -1.18470 -4.35097

HOMO	-10.94	eV
gap between HOMO and LUMO	0.21849	hartree
LUMO level	-5.0	eV
total energy	-2760.58661	Ha
net charge	+1
energy relative to the best compared isomer or geometry (same formula, charge and spin)	8.501	eV